Here is a cluster of 13 separate species, C30H84BrN2O17P in total in a non-equilibrium geometry from OMol25. Energies are from wB97M-V/def2-TZVPD.

Cartesian coordinates (Å):
N1 2.07591 1.92418 -1.92979
C1 3.53216 1.70020 -2.29343
C2 4.60955 2.30981 -1.19984
C3 5.97693 1.37010 -1.03039
C4 5.76477 0.00405 -0.16201
C5 6.15365 -1.20047 -1.26750
O1 5.73587 -2.54030 -0.87323
N2 4.60061 -2.75516 -1.61257
O2 4.87080 -3.42919 -2.59894
O3 6.70760 -0.24629 0.92620
C6 6.97893 0.89063 1.78675
O4 8.06125 0.96908 2.59591
P1 4.00337 -0.25927 0.54062
O5 3.85491 -1.83511 1.35293
Br1 3.49889 1.18387 2.25859
H1 1.83221 1.47521 -0.99808
H2 1.91134 2.97012 -1.86177
H3 3.71423 2.24297 -3.31432
H4 3.74378 0.54303 -2.49600
H5 4.14337 2.64009 -0.18317
H6 5.01686 3.31537 -1.70152
H7 6.82185 2.09450 -0.67258
H8 6.26272 1.12084 -2.16494
H9 5.71489 -0.97981 -2.33682
H10 7.34760 -1.19970 -1.26862
H11 6.29083 1.85196 1.74449
H12 4.78955 -2.19019 1.54668
C7 -1.15288 2.42917 2.21183
C8 -0.19566 3.54836 1.85776
O6 0.70212 3.11689 0.84577
H13 -0.60335 1.54883 2.56098
H14 -1.84902 2.74429 2.99421
H15 -1.72722 2.11817 1.33307
H16 0.39165 3.84107 2.73320
H17 -0.73689 4.42775 1.49555
H18 0.17123 2.86716 0.07001
C9 2.12781 -5.54581 -4.18232
C10 1.79992 -4.77104 -5.44187
O7 2.18258 -3.41218 -5.28898
H19 1.60991 -5.11448 -3.31942
H20 1.83466 -6.59468 -4.28222
H21 3.20017 -5.49835 -3.96648
H22 0.72472 -4.80265 -5.64175
H23 2.32418 -5.18840 -6.30697
H24 3.14030 -3.39459 -5.12019
C11 -0.23335 0.19614 -5.24961
C12 -1.24366 1.10822 -4.58507
O8 -0.59669 1.93188 -3.62626
H25 0.26628 -0.43207 -4.50489
H26 -0.71703 -0.44885 -5.98857
H27 0.54683 0.78043 -5.74831
H28 -2.00904 0.52050 -4.06954
H29 -1.73829 1.74867 -5.32169
H30 0.07526 2.45563 -4.09551
C13 5.15836 1.18455 5.89898
C14 5.47743 -0.29182 6.01197
O9 5.57135 -0.86826 4.71768
H31 4.21595 1.33459 5.36212
H32 5.07801 1.64302 6.88862
H33 5.93519 1.70634 5.33058
H34 4.68798 -0.81310 6.56154
H35 6.42487 -0.44951 6.53633
H36 6.28063 -0.40399 4.24081
C15 -4.17223 1.70984 -8.43248
C16 -3.29102 0.71879 -7.70069
O10 -3.85283 0.41412 -6.43269
H37 -4.28207 2.63044 -7.84996
H38 -3.75055 1.95876 -9.41035
H39 -5.17808 1.30173 -8.57568
H40 -2.29367 1.13900 -7.54029
H41 -3.18684 -0.20935 -8.27091
H42 -4.73476 0.03394 -6.58657
C17 -5.59283 2.26709 -0.56858
C18 -4.12371 2.31467 -0.20302
O11 -3.86548 3.44069 0.62263
H43 -5.88860 3.18141 -1.09339
H44 -5.80770 1.40698 -1.20895
H45 -6.21383 2.20108 0.33075
H46 -3.50794 2.40272 -1.10306
H47 -3.82330 1.40946 0.33345
H48 -4.41078 3.34867 1.42275
C19 -2.76057 -0.42578 5.90329
C20 -3.33786 0.22757 4.66470
O12 -2.46420 0.03402 3.56217
H49 -1.77706 -0.00528 6.13729
H50 -3.42016 -0.28168 6.76364
H51 -2.61806 -1.49963 5.74410
H52 -3.45810 1.30382 4.82034
H53 -4.31562 -0.19664 4.41678
H54 -2.37069 -0.92463 3.42708
C21 -1.67338 -4.13303 -7.84695
C22 -2.00127 -3.35826 -9.10649
O13 -1.61860 -1.99940 -8.95360
H55 -2.19128 -3.70170 -6.98404
H56 -1.96652 -5.18189 -7.94684
H57 -0.60102 -4.08557 -7.63110
H58 -3.07646 -3.38987 -9.30637
H59 -1.47700 -3.77562 -9.97159
H60 -0.66089 -1.98181 -8.78481
C23 -4.64868 -1.92619 -3.21532
C24 -3.68850 -2.73843 -4.05945
O14 -4.35751 -3.24222 -5.20614
H61 -5.49982 -2.53986 -2.90249
H62 -4.14942 -1.53433 -2.32470
H63 -5.05502 -1.08728 -3.78971
H64 -3.30176 -3.58806 -3.48887
H65 -2.84119 -2.12826 -4.38689
H66 -4.68987 -2.47968 -5.71020
C25 -4.73530 1.54162 10.62300
C26 -3.77511 0.72938 9.77888
O15 -4.44413 0.22559 8.63219
H67 -5.58643 0.92795 10.93584
H68 -4.23603 1.93348 11.51363
H69 -5.14163 2.38053 10.04862
H70 -3.38837 -0.12025 10.34946
H71 -2.92780 1.33955 9.45144
H72 -4.77648 0.98813 8.12813
C27 4.95660 6.20120 4.92294
C28 4.58873 4.79149 5.33723
O16 4.72762 3.90953 4.23308
H73 4.31730 6.53997 4.10111
H74 4.85037 6.89452 5.76202
H75 5.98904 6.24150 4.56067
H76 3.54978 4.75139 5.67779
H77 5.23209 4.44083 6.14999
H78 5.65544 3.94623 3.94354
C29 -4.17233 -5.32205 4.65980
C30 -4.35126 -3.82688 4.82311
O17 -3.69188 -3.14138 3.76878
H79 -3.10938 -5.58478 4.66069
H80 -4.67109 -5.86502 5.46755
H81 -4.58282 -5.65900 3.70233
H82 -3.92027 -3.49104 5.77098
H83 -5.41110 -3.55478 4.81028
H84 -4.08757 -3.44046 2.93212

Output
- total charge = 0
- LUMO energy (eV) = -0.9
- strongest force on any atom (eV Å⁻¹) = 8.873